14
Properties=species:S:1:pos:R:3 method="wB97M-V/def2-TZVPD" total_energy_ev=-5625.7160 total_charge=0 e_homo_ev=-9.78 spin_multiplicity=1 smiles="BC1(B)CC1=C" e_above_lowest_kj_mol=171.6
B -1.48 -1.36 0.10
B -1.10 1.30 -0.45
C 0.43 0.14 1.26
C 1.92 0.00 -0.91
C 0.83 0.13 -0.22
C -0.64 -0.04 0.25
H -1.56 -1.67 -1.08
H -2.03 -1.98 0.82
H -0.59 2.29 -0.14
H -2.01 1.15 -1.14
H 0.86 -0.84 1.72
H 0.43 0.79 2.11
H 2.84 0.08 -0.34
H 2.11 0.01 -1.98



8
Properties=species:S:1:pos:R:3 method="wB97M-V/def2-TZVPD" total_energy_ev=-22734.5059 total_charge=0 e_homo_ev="-8.98 / -7.87" spin_multiplicity=1 e_above_lowest_kj_mol=331.1
O -1.77 -1.02 0.69
O 0.15 -1.00 -0.91
P 2.31 -0.51 0.26
P -0.94 -0.07 -0.37
H -2.35 -0.53 1.39
H 2.81 0.09 -0.93
H 2.42 0.90 0.72
H -1.80 -0.16 -1.38



55
Properties=species:S:1:pos:R:3 method="wB97M-V/def2-TZVPD" total_energy_ev=-28390.1417 total_charge=+1 e_homo_ev="-9.04 / -11.06" spin_multiplicity=4
C -0.48 0.84 -4.71
C 0.10 2.18 -4.62
C 0.35 -0.27 -5.18
C -1.93 0.68 -4.67
H 0.40 -0.30 -6.29
H -0.05 -1.25 -4.86
H 1.39 -0.19 -4.82
H 0.09 2.70 -5.60
H 1.15 2.15 -4.30
H -0.46 2.82 -3.92
H -2.39 0.86 -5.67
H -2.40 1.40 -3.98
H -2.23 -0.33 -4.37
C 2.10 -0.05 1.07
C 2.19 -0.82 -0.13
C 1.94 0.09 -1.23
H 2.57 -1.83 -0.17
C 1.83 1.43 -0.69
C 1.89 1.34 0.70
H 1.80 2.17 1.38
H 2.38 -0.41 2.05
H 2.16 -0.13 -2.28
H 1.74 2.35 -1.26
C -2.13 -0.90 0.55
C -1.11 -1.83 0.95
C -0.42 -2.26 -0.24
H -1.04 -2.32 1.92
C -0.99 -1.53 -1.34
C -2.09 -0.75 -0.84
H -2.79 -0.18 -1.44
H -2.86 -0.46 1.21
H 0.23 -3.13 -0.30
H -0.87 -1.79 -2.39
Re 0.21 -0.39 0.12
C 2.23 0.91 4.12
N 1.08 0.03 4.20
C 1.05 -0.89 5.32
C -0.22 -0.69 6.11
C -1.39 -0.92 5.21
N -1.26 -0.05 4.03
C -2.36 0.82 3.65
C -0.05 0.13 3.44
O -0.05 0.37 2.16
H 2.22 1.55 3.24
H 3.14 0.30 4.11
H 2.29 1.56 5.02
H 1.08 -1.91 4.92
H 1.95 -0.69 5.91
H -0.26 0.34 6.50
H -0.26 -1.38 6.95
H -2.36 -0.65 5.65
H -1.41 -1.97 4.88
H -3.24 0.24 3.41
H -2.59 1.47 4.50
H -2.07 1.42 2.79



18
Properties=species:S:1:pos:R:3 method="wB97M-V/def2-TZVPD" total_energy_ev=-54880.0472 total_charge=0 e_homo_ev=-7.46 spin_multiplicity=1 e_above_lowest_kj_mol=0.0
C 0.18 1.72 0.00
C -0.42 -2.14 -0.55
N 1.46 1.48 0.13
N -0.55 2.28 0.97
N 0.72 -1.97 -0.05
N -1.41 -1.53 0.05
S -0.60 1.39 -1.51
S 0.68 0.25 -2.44
Cl 0.11 -0.43 2.27
Cl -0.87 -2.77 -2.06
H 2.03 1.72 0.92
H 1.87 1.13 -0.79
H -1.35 2.84 0.75
H -0.69 1.65 1.70
H 1.59 -1.92 -0.58
H 0.70 -1.27 0.73
H -2.29 -1.54 -0.41
H -1.15 -0.88 0.87



17
Properties=species:S:1:pos:R:3 method="wB97M-V/def2-TZVPD" total_energy_ev=-6387.6276 total_charge=0 e_homo_ev=-10.05 spin_multiplicity=1 smiles=CCO.CC e_above_lowest_kj_mol=240.6
C 2.00 -2.09 1.38
C 1.01 -2.08 2.58
H 1.77 -2.81 0.77
H 1.92 -1.13 0.81
H 3.12 -1.95 1.77
H 0.76 -3.15 2.59
H 0.17 -1.50 2.32
H 1.30 -1.67 3.47
C -0.57 1.63 -1.75
C -0.41 1.17 -0.29
O -2.07 1.59 -2.13
H -0.45 2.62 -2.13
H -0.11 0.92 -2.48
H -0.47 2.06 0.18
H -2.75 1.06 -1.70
H 0.48 0.54 -0.02
H -1.37 0.51 -0.11



14
Properties=species:S:1:pos:R:3 method="wB97M-V/def2-TZVPD" total_energy_ev=-9047.8031 total_charge=0 e_homo_ev=-8.54 spin_multiplicity=1 e_above_lowest_kj_mol=390.9
C -0.98 -0.48 0.20
C -2.18 0.29 0.37
C 2.03 1.56 -0.22
C 0.75 1.33 0.19
C 0.29 -0.04 0.26
C -1.03 -2.00 -0.09
F -1.98 1.60 0.55
H 2.44 2.48 -0.63
H 2.82 0.76 -0.43
H 0.14 2.16 0.33
H 0.99 -0.83 -0.11
H -2.06 -2.14 0.20
H -0.28 -2.38 0.54
H -0.94 -2.30 -1.17



19
Properties=species:S:1:pos:R:3 method="wB97M-V/def2-TZVPD" total_energy_ev=-8462.0346 total_charge=0 e_homo_ev=-8.31 spin_multiplicity=1 smiles="C=CC(=C)CC.O" e_above_lowest_kj_mol=223.8
C -0.43 1.38 -3.08
C 0.34 0.99 -1.81
C -0.38 -0.02 -0.98
C -0.51 -1.27 -1.49
C -1.73 -0.37 1.04
C -0.84 0.37 0.36
H -1.45 1.63 -2.78
H -0.35 0.64 -3.87
H 0.02 2.28 -3.53
H 0.52 1.86 -1.18
H 1.29 0.59 -2.17
H -0.72 -2.11 -0.83
H -0.58 -1.47 -2.55
H -2.27 0.13 1.83
H -1.84 -1.44 0.94
H -0.65 1.35 0.78
H 2.81 -0.46 4.25
H 3.51 -1.19 5.35
O 2.63 -1.10 4.94



11
Properties=species:S:1:pos:R:3 method="wB97M-V/def2-TZVPD" total_energy_ev=-25183.7891 total_charge=0 e_homo_ev=-10.35 spin_multiplicity=1 e_above_lowest_kj_mol=56.1
C -1.06 1.72 -0.02
C -0.71 2.70 -0.75
O -0.47 -1.42 0.50
O 1.97 -1.06 0.27
S 0.83 -1.34 1.10
I 0.71 -4.91 0.38
H -2.05 1.84 0.37
H 2.13 -4.60 -0.25
H -0.31 0.89 0.20
H 0.31 2.73 -1.05
H -1.36 3.47 -0.75



74
Properties=species:S:1:pos:R:3 method="wB97M-V/def2-TZVPD" total_energy_ev=-55120.9918 total_charge=+2 e_homo_ev="-10.90 / -10.76" spin_multiplicity=1 e_above_lowest_kj_mol=364.2
Sn -2.99 1.31 -0.38
C 1.01 -0.78 4.29
C 1.29 0.56 3.89
C -0.86 0.49 4.72
C -0.32 -0.82 4.78
C 0.13 1.34 4.16
C 1.97 -1.90 4.24
H 2.61 -1.85 3.35
H 1.47 -2.87 4.25
H 2.65 -1.90 5.11
C -1.05 -2.04 5.18
H -0.36 -2.88 5.35
H -1.76 -2.32 4.38
H -1.62 -1.90 6.10
C -2.22 0.90 5.12
H -2.24 1.36 6.11
H -2.88 0.02 5.16
H -2.65 1.64 4.43
C 0.02 2.81 4.03
H 0.13 3.30 5.02
H -0.96 3.11 3.64
H 0.81 3.21 3.39
C 2.60 1.10 3.45
H 3.02 1.77 4.22
H 2.52 1.68 2.51
H 3.33 0.28 3.29
C 0.44 -2.51 -0.18
C 1.52 -2.20 0.54
C 2.61 -1.21 0.22
C 2.72 -0.78 -1.23
C 1.94 0.37 -1.59
C 0.70 0.23 -2.30
C -0.43 -0.64 -1.67
C 0.00 -2.08 -1.56
H 3.53 -1.73 0.53
H 2.61 -1.61 -1.92
H 2.55 -0.30 0.84
H 0.67 -2.34 -2.42
H -0.20 -3.31 0.27
H 1.45 -2.44 1.63
H -0.85 -2.76 -1.77
H -0.85 -0.27 -0.72
H 0.31 1.29 -2.26
H -1.26 -0.67 -2.39
H 3.73 -0.41 -1.42
H 2.41 1.35 -1.62
P 0.72 -0.26 -4.03
C 0.59 -1.89 -4.93
C 2.42 0.09 -4.59
P -0.74 2.27 -3.72
C -0.41 0.80 -4.88
C 0.81 3.08 -4.35
C -1.88 3.05 -4.92
H -0.43 -2.28 -5.00
H 1.24 -2.67 -4.49
H 0.95 -1.78 -5.98
H 2.49 -0.13 -5.67
H 3.12 -0.58 -4.08
H 2.73 1.12 -4.42
H -1.49 2.92 -5.94
H -1.97 4.11 -4.65
H -2.85 2.54 -4.81
H -1.35 0.28 -5.15
H 0.13 1.14 -5.80
H 0.66 4.16 -4.24
H 0.94 2.84 -5.41
H 1.72 2.81 -3.79
C -5.71 -0.87 1.35
O -4.62 0.01 0.82
C -3.34 -0.22 1.33
O -3.04 -0.98 2.22
H -5.70 -0.93 2.44
H -5.64 -1.88 0.90
H -6.60 -0.35 1.01



15
Properties=species:S:1:pos:R:3 method="wB97M-V/def2-TZVPD" total_energy_ev=-8490.6566 total_charge=+1 e_homo_ev=-16.63 spin_multiplicity=1 smiles="CC(C)=[N+](C)F" e_above_lowest_kj_mol=395.6
C 0.04 -0.45 0.03
C 0.01 -1.91 0.11
C 1.31 0.29 0.14
C -1.39 1.54 0.06
N -1.07 0.19 -0.02
F -2.35 -0.74 -0.21
H 0.77 -2.35 -0.61
H -0.96 -2.41 -0.05
H 0.00 -2.13 1.18
H 2.17 -0.26 0.13
H 1.32 1.02 -0.68
H 1.53 0.76 1.14
H -0.81 2.29 -0.50
H -1.46 2.12 1.05
H -2.43 1.81 -0.16



9
Properties=species:S:1:pos:R:3 method="wB97M-V/def2-TZVPD" total_energy_ev=-11519.1477 total_charge=0 e_homo_ev=-8.76 spin_multiplicity=1 e_above_lowest_kj_mol=256.4
C 1.24 2.74 -0.27
C 1.33 1.64 0.25
N -0.90 -2.04 -0.42
Si -1.11 -1.86 1.28
H 1.77 3.52 -0.79
H -0.01 -2.47 -0.61
H -1.30 -1.65 -1.24
H 1.19 0.73 0.74
H -2.21 -0.61 1.07



20
Properties=species:S:1:pos:R:3 method="wB97M-V/def2-TZVPD" total_energy_ev=-18731.9986 total_charge=+1 e_homo_ev=-12.65 spin_multiplicity=1 smiles="CC(=S)[C@@H]1[C@H](C)[N@H+]1C" e_above_lowest_kj_mol=314.1
C 0.93 0.51 0.57
C 2.23 -0.19 0.13
C -0.69 0.11 0.85
C 1.92 -1.08 -0.94
C -1.10 -1.33 0.70
C -0.43 2.28 -0.60
N -0.18 0.86 -0.29
S 3.83 0.12 0.54
H 1.22 1.35 1.28
H -1.17 0.71 1.63
H 1.39 -1.89 -0.50
H 2.71 -1.59 -1.44
H 1.30 -0.66 -1.76
H -0.79 -1.92 1.63
H -0.68 -1.66 -0.18
H -2.22 -1.50 0.73
H -0.69 2.77 0.27
H 0.37 2.78 -1.06
H -1.33 2.39 -1.33
H -0.10 0.22 -1.18



57
Properties=species:S:1:pos:R:3 method="wB97M-V/def2-TZVPD" total_energy_ev=-66386.5319 total_charge=0 e_homo_ev="-8.21 / -8.07" spin_multiplicity=2 e_above_lowest_kj_mol=340.2
Ir 0.31 1.64 -1.00
O 2.40 1.90 -1.13
C 3.32 2.02 -0.22
C 4.65 2.21 -0.66
C 5.70 2.29 0.21
C 5.48 2.19 1.59
C 4.19 2.04 2.05
C 3.10 1.97 1.17
C 1.76 1.88 1.70
N 0.67 1.38 1.11
C -0.38 1.53 1.99
C 0.08 2.11 3.13
N 1.42 2.31 2.93
H 4.80 2.27 -1.73
H 6.71 2.41 -0.16
H 6.30 2.22 2.29
H 4.02 1.95 3.11
H -1.37 1.20 1.74
H -0.43 2.40 4.03
H 2.03 2.79 3.57
C -3.92 -3.25 1.16
C -3.49 -2.09 0.30
C -2.79 -2.29 -0.89
C -2.40 -1.21 -1.67
C -2.70 0.07 -1.25
C -3.40 0.29 -0.07
C -3.79 -0.79 0.70
S -2.27 1.50 -2.22
O -3.44 2.05 -2.82
O -1.15 1.16 -3.09
N -1.62 2.47 -1.08
C -1.88 3.86 -1.00
C -0.82 4.46 0.01
O -1.19 5.43 0.65
O 0.28 3.83 -0.01
H -3.53 -4.19 0.78
H -5.01 -3.32 1.18
H -3.58 -3.11 2.18
H -2.56 -3.29 -1.22
H -1.85 -1.36 -2.59
H -3.63 1.31 0.23
H -4.33 -0.62 1.62
H -2.90 4.10 -0.70
H -1.66 4.41 -1.93
C -0.30 -5.30 -2.08
C 0.43 -4.20 -1.38
C 1.17 -4.42 -0.22
C 1.70 -3.29 0.39
N 1.59 -2.07 -0.11
C 0.94 -1.97 -1.28
S 0.97 -0.46 -2.14
N 0.32 -2.98 -1.90
H -0.07 -6.27 -1.66
H -0.06 -5.29 -3.14
H -1.38 -5.12 -2.00
H 1.31 -5.41 0.18
H 2.25 -3.36 1.33



49
Properties=species:S:1:pos:R:3 method="wB97M-V/def2-TZVPD" total_energy_ev=-88643.6808 total_charge=+1 e_homo_ev="-11.29 / -11.28" spin_multiplicity=2
C 0.42 3.41 0.73
C 0.33 2.82 -0.64
I 0.95 4.20 -2.12
C -0.13 1.60 -0.88
I -0.25 1.00 -3.01
P -0.76 0.14 0.31
S 0.27 -1.32 -1.22
C -1.43 -1.43 1.20
C -2.68 -1.99 0.54
C -3.98 -1.18 0.54
N -4.58 -1.18 -0.81
C -1.77 1.34 1.41
C -2.62 2.35 0.71
O -2.94 3.36 1.25
O -3.06 2.06 -0.55
C 0.82 0.20 1.36
C 1.68 -1.03 1.33
O 1.47 -1.98 2.03
C 2.88 -1.05 0.44
C 3.24 0.02 -0.39
C 4.38 -0.03 -1.18
C 5.18 -1.17 -1.17
C 4.82 -2.24 -0.37
C 3.68 -2.18 0.42
H -0.50 3.94 0.96
H 1.19 4.17 0.73
H 0.63 2.74 1.55
H -1.89 0.04 -0.58
H -0.41 -2.48 -1.27
H -0.70 -2.21 1.04
H -1.46 -1.32 2.27
H -2.87 -2.94 1.03
H -2.47 -2.26 -0.49
H -3.89 -0.14 0.85
H -4.71 -1.64 1.19
H -4.44 -0.29 -1.26
H -5.57 -1.37 -0.77
H -1.18 1.83 2.16
H -2.47 0.74 1.98
H -2.97 2.87 -1.06
H 0.59 0.40 2.40
H 1.47 1.00 1.02
H 2.66 0.93 -0.44
H 4.65 0.80 -1.80
H 6.06 -1.21 -1.79
H 5.45 -3.11 -0.38
H 3.45 -3.03 1.03
O 2.19 -2.25 -4.14
V 1.29 -0.95 -4.14



50
Properties=species:S:1:pos:R:3 method="wB97M-V/def2-TZVPD" total_energy_ev=-29415.1915 total_charge=0 e_homo_ev="-3.01 / -8.16" spin_multiplicity=2 e_above_lowest_kj_mol=0.0
Ba 29.80 -0.94 22.14
N 33.30 -1.00 20.51
O 33.97 -0.99 21.55
O 32.08 -1.23 20.59
O 33.80 -0.88 19.38
C 31.62 2.78 24.22
C 30.44 1.85 24.45
O 30.89 0.51 24.17
H 32.48 2.63 24.88
H 31.33 3.82 24.39
H 31.89 2.71 23.17
H 29.61 2.12 23.80
H 30.04 1.94 25.47
H 31.49 0.38 24.91
C 27.42 -2.02 26.07
C 28.83 -1.66 25.65
O 29.18 -2.46 24.56
H 27.33 -3.10 26.18
H 26.68 -1.64 25.37
H 27.15 -1.51 26.99
H 29.50 -1.80 26.50
H 28.77 -0.64 25.28
H 29.28 -3.36 24.88
C 26.60 -0.44 19.01
C 27.54 -1.61 19.40
O 28.86 -1.08 19.52
H 26.58 0.32 19.79
H 25.56 -0.74 18.86
H 26.92 0.03 18.08
H 27.43 -2.42 18.67
H 27.24 -2.03 20.36
H 29.25 -1.00 18.65
C 29.17 3.59 21.15
C 29.44 2.26 20.38
O 30.45 1.68 21.15
H 28.86 3.39 22.17
H 28.32 4.16 20.76
H 30.00 4.30 21.09
H 29.78 2.32 19.35
H 28.54 1.66 20.46
H 31.25 2.17 20.95
C 30.33 -5.46 22.13
C 30.09 -4.43 21.01
O 29.09 -3.61 21.49
H 30.39 -5.07 23.14
H 31.35 -5.83 22.00
H 29.58 -6.26 22.15
H 29.91 -4.89 20.04
H 31.03 -3.89 20.91
H 28.34 -4.20 21.53



21
Properties=species:S:1:pos:R:3 method="wB97M-V/def2-TZVPD" total_energy_ev=-9863.2503 total_charge=0 e_homo_ev=-6.93 spin_multiplicity=1 e_above_lowest_kj_mol=300.7
C 0.00 2.38 0.26
C 0.44 -0.37 1.88
C 0.97 -2.42 -0.19
N -0.78 1.15 0.17
C -0.01 -0.27 0.45
C 0.27 -0.95 -0.64
N -1.72 1.18 -0.91
N -0.16 -0.84 -1.93
H -2.37 1.96 -0.77
H -2.27 0.32 -0.86
H 0.58 -0.99 -2.61
H -0.58 0.11 -2.04
H -0.66 3.27 0.26
H 0.57 2.40 1.19
H 0.70 2.47 -0.58
H 0.27 -1.37 2.28
H 1.49 -0.11 1.98
H -0.15 0.32 2.49
H 1.47 -2.76 -1.10
H 1.74 -2.33 0.58
H 0.20 -3.14 0.09